i) ORCA calculation (ωB97M-V/def2-TZVPD) on a 2-piece molecular cluster, F2N2O2 overall.

Each line ends with the Löwdin charge.
Geometry (Å):
N (0.5404, -0.9323, -0.3483)  -0.293
N (-0.8884, 0.8666, -0.0749)  0.070
O (0.3090, -1.3857, -1.3906)  0.146
O (1.2094, -1.0380, 0.5914)  0.150
F (-1.1558, 0.5921, 1.2309)  -0.041
F (-0.0146, 1.8973, -0.0085)  -0.032

Calculated values
Kohn-Sham gap (alpha / beta): 8.99 / 10.20 eV
net charge: 0
E_HOMO (alpha / beta): -9.82 / -11.05 eV
LUMO energy (alpha / beta): -0.84 / -0.85 eV


ii) ORCA calculation (ωB97M-V/def2-TZVPD) on F2N2O2 as an isolated structure.

Each line ends with the Löwdin charge.
Geometry (Å):
N (0.8609, 0.0239, 0.0114)  -0.341
N (-0.8094, -0.3319, -0.4747)  0.019
O (1.6919, -0.5812, -0.5360)  0.157
O (0.8166, 0.8780, 0.7972)  0.144
F (-1.2609, -0.9297, 0.6000)  0.030
F (-1.2992, 0.9409, -0.3980)  -0.007

Calculated values
Kohn-Sham gap: 10.90 eV
net charge: 0
E_HOMO: -10.98 eV
LUMO energy: -0.07 eV


Verdict on stability: i) comes out at the bottom.


i) ORCA calculation (ωB97M-V/def2-TZVPD) on a 4-piece molecular cluster, C3H12NO3 overall.

Each line ends with the Löwdin charge.
Geometry (Å):
C (0.3499, -0.7327, 1.2289)  -0.137
C (1.4525, -0.4550, 2.0195)  0.105
C (-0.7764, -0.4136, -0.8553)  0.190
N (0.1373, -0.0387, 0.0139)  0.040
H (-0.4371, -1.4500, 1.4869)  0.081
H (2.2152, 0.2884, 1.6832)  0.079
H (1.7339, -1.1561, 2.8709)  0.101
H (-0.9534, 0.1974, -1.7011)  0.067
H (-1.3890, -1.3120, -0.6737)  0.115
H (0.6700, 0.8806, -0.1279)  0.094
H (0.4009, 1.3915, -3.5455)  0.095
H (-0.9034, 1.9525, -3.0993)  0.025
O (-0.0149, 1.9333, -2.8331)  -0.032
H (-2.3041, -3.0905, 0.7620)  0.020
H (-2.2000, -3.3694, 2.3151)  0.097
O (-2.0175, -2.7239, 1.5777)  -0.062
H (1.1744, 2.6274, -1.1432)  0.030
H (1.6154, 3.1524, 0.2627)  0.161
O (1.2464, 2.3184, -0.2418)  -0.066

Calculated values
Kohn-Sham gap: 9.15 eV
net charge: +1
E_HOMO: -13.77 eV
LUMO energy: -4.62 eV


ii) ORCA calculation (ωB97M-V/def2-TZVPD) on a 4-piece molecular cluster, C3H12NO3 overall.

Each line ends with the Löwdin charge.
Geometry (Å):
C (0.6136, -1.3403, -0.7778)  -0.108
C (0.1053, -1.9900, -1.8003)  0.072
C (0.4357, 0.7074, 0.4556)  -0.013
N (0.4469, 0.1542, -0.6627)  0.059
H (1.1111, -1.8136, 0.0174)  0.105
H (-0.4795, -1.5291, -2.5573)  0.064
H (0.1972, -3.0506, -2.1036)  0.099
H (0.1332, 1.8271, 0.7528)  0.183
H (0.7394, 0.3475, 1.5156)  0.131
H (0.3410, 0.6034, -1.6519)  0.224
H (2.9621, 1.3443, 2.0793)  0.025
H (2.7069, 2.4390, 0.9710)  0.176
O (2.3311, 1.5511, 1.4436)  -0.088
H (-1.8818, -1.5820, 1.9793)  0.072
H (-0.5578, -0.8281, 1.9946)  0.012
O (-1.4763, -0.7402, 1.7105)  -0.051
H (-2.8011, 1.6895, -1.7551)  0.031
H (-2.7319, 0.7700, -0.5423)  0.082
O (-2.1951, 1.4405, -1.0686)  -0.074

Calculated values
Kohn-Sham gap: 10.82 eV
net charge: +1
E_HOMO: -14.54 eV
LUMO energy: -3.72 eV


Verdict on stability: ii) comes out at the bottom.